120
Properties=species:S:1:pos:R:3 method="wB97M-V/def2-TZVPD" charge=-1 homo_energy_ev="0.4609 / -6.0789" multiplicity=2
C -5.225 2.925 3.044
C -4.382 2.733 1.746
C -5.122 1.924 0.614
C -4.350 1.685 -0.589
N -3.753 1.572 -1.594
H -6.254 3.067 2.712
H -4.876 3.724 3.698
H -5.296 1.927 3.476
H -3.496 2.169 2.041
H -4.022 3.713 1.434
H -6.055 2.286 0.181
H -5.301 0.939 1.045
C -0.853 -3.210 5.120
C -2.303 -3.196 4.898
C -3.029 -1.775 4.825
C -2.576 -0.912 3.677
N -2.180 -0.243 2.767
H -0.319 -2.708 4.313
H -0.416 -4.203 5.223
H -0.488 -2.689 6.005
H -2.731 -3.757 5.729
H -2.545 -3.766 4.001
H -2.792 -1.326 5.790
H -4.098 -1.989 4.801
C 1.864 -0.235 -1.449
C 0.963 -0.115 -0.253
C -0.506 -0.479 -0.593
C -0.571 -1.690 -1.359
N -0.613 -2.727 -1.884
H 1.872 -1.195 -1.965
H 2.904 0.004 -1.225
H 1.531 0.529 -2.151
H 1.019 0.923 0.075
H 1.264 -0.773 0.562
H -1.116 0.255 -1.119
H -1.020 -0.616 0.358
C 4.820 -2.579 -0.921
C 5.923 -1.599 -1.400
C 7.252 -1.555 -0.577
C 7.937 -2.860 -0.457
N 8.489 -3.887 -0.426
H 5.144 -3.613 -0.801
H 3.926 -2.777 -1.513
H 4.371 -2.151 -0.025
H 5.528 -0.583 -1.374
H 6.253 -2.019 -2.350
H 6.918 -1.226 0.407
H 7.882 -0.897 -1.175
C 0.530 0.799 -4.884
C 0.591 -0.330 -5.934
C 1.251 -1.617 -5.299
C 2.656 -1.401 -4.848
N 3.757 -1.252 -4.516
H 0.138 0.542 -3.900
H -0.032 1.682 -5.189
H 1.523 1.180 -4.648
H 1.345 0.035 -6.631
H -0.361 -0.575 -6.404
H 1.245 -2.515 -5.917
H 0.706 -2.012 -4.442
N 7.006 3.597 0.978
C 6.402 2.414 0.806
C 5.286 2.514 0.034
C 5.180 3.812 -0.393
C 6.251 4.540 0.169
H 7.857 3.829 1.469
H 6.768 1.603 1.419
H 4.804 1.570 -0.172
H 4.331 4.153 -0.967
H 6.511 5.586 0.100
N -6.065 -3.019 0.436
C -5.163 -3.501 1.354
C -4.027 -2.621 1.314
C -4.350 -1.565 0.464
C -5.572 -1.874 -0.122
H -6.931 -3.399 0.080
H -5.472 -4.338 1.962
H -3.052 -2.791 1.747
H -3.779 -0.675 0.245
H -6.034 -1.464 -1.008
N -1.881 4.871 3.173
C -1.854 3.691 3.869
C -0.994 2.863 3.242
C -0.499 3.490 2.109
C -1.075 4.747 2.093
H -2.419 5.654 3.514
H -2.417 3.628 4.788
H -0.827 1.832 3.516
H 0.018 3.082 1.253
H -1.072 5.454 1.276
N -3.204 -2.537 -3.704
C -3.235 -2.811 -5.080
C -4.070 -2.030 -5.784
C -4.648 -1.245 -4.830
C -4.073 -1.504 -3.589
H -2.579 -2.830 -2.967
H -2.488 -3.505 -5.435
H -4.295 -1.963 -6.838
H -5.375 -0.492 -5.097
H -4.237 -1.025 -2.635
N 2.749 -2.536 5.463
C 4.039 -2.962 5.217
C 4.294 -2.917 3.872
C 3.206 -2.315 3.265
C 2.300 -2.096 4.265
H 2.316 -2.416 6.368
H 4.661 -3.247 6.052
H 5.211 -3.093 3.328
H 3.189 -2.196 2.191
H 1.365 -1.557 4.274
N -1.494 3.103 -2.491
C -1.282 3.778 -3.628
C 0.010 4.315 -3.577
C 0.625 3.820 -2.433
C -0.403 3.247 -1.696
H -2.277 2.489 -2.317
H -2.081 3.791 -4.355
H 0.593 4.857 -4.308
H 1.681 3.938 -2.240
H -0.345 2.700 -0.766

---

123
Properties=species:S:1:pos:R:3 method="wB97M-V/def2-TZVPD" charge=+3 de_lowest_kcal_mol=16.7 homo_energy_ev=-16.4262
Hf 1.603 1.678 -0.724
C -0.654 0.602 4.239
C -1.351 0.143 3.013
C -2.693 -0.147 2.974
C -3.297 -0.569 1.760
N -2.551 -0.897 0.736
N -1.230 -0.702 0.782
B -0.396 -1.387 -0.269
N 0.799 -2.134 0.283
N 0.355 -3.030 1.174
C 1.174 -3.881 1.736
C 2.542 -3.886 1.366
C 3.028 -2.956 0.478
C 4.451 -2.924 0.064
C 2.100 -2.008 -0.048
S 2.617 -0.769 -1.119
C 0.602 -4.855 2.735
C 0.609 -6.254 2.095
C -0.832 -4.463 3.098
C 1.472 -4.876 4.001
N -0.423 -0.845 -1.672
N -1.076 -2.000 -1.446
C -1.686 -2.697 -2.366
C -1.624 -2.146 -3.678
C -1.004 -0.952 -3.949
C -0.935 -0.375 -5.304
C -0.376 -0.239 -2.855
S 0.338 1.280 -3.017
C -2.391 -3.970 -2.037
C -3.858 -3.806 -2.467
C -1.733 -5.109 -2.838
C -2.311 -4.255 -0.538
C -0.631 -0.044 1.800
S 0.973 0.535 1.620
C -4.795 -0.646 1.621
C -5.361 -1.711 2.569
C -5.178 -0.995 0.185
C -5.366 0.732 1.988
H -1.363 0.942 4.987
H 0.056 1.400 4.032
H -0.082 -0.223 4.667
H -3.294 -0.044 3.865
H 3.210 -4.624 1.779
H 4.985 -3.777 0.471
H 4.936 -2.010 0.410
H 4.532 -2.935 -1.022
H 0.020 -6.273 1.182
H 0.170 -6.959 2.794
H 1.617 -6.588 1.869
H -1.474 -4.492 2.224
H -0.861 -3.462 3.521
H -1.225 -5.158 3.835
H 2.472 -5.253 3.803
H 1.018 -5.534 4.736
H 1.555 -3.885 4.442
H -2.091 -2.683 -4.489
H -1.376 -1.034 -6.045
H 0.104 -0.178 -5.573
H -1.453 0.585 -5.336
H -3.953 -3.680 -3.541
H -4.308 -2.949 -1.971
H -4.413 -4.697 -2.187
H -1.777 -4.926 -3.908
H -2.264 -6.035 -2.637
H -0.692 -5.240 -2.546
H -2.736 -3.433 0.034
H -1.281 -4.402 -0.221
H -2.869 -5.159 -0.312
H -4.914 -2.683 2.379
H -6.430 -1.793 2.400
H -5.208 -1.454 3.613
H -4.861 -2.005 -0.056
H -4.722 -0.300 -0.516
H -6.256 -0.940 0.071
H -5.160 1.000 3.019
H -6.444 0.719 1.861
H -4.960 1.504 1.338
C 3.135 3.259 -0.065
C 1.855 3.857 0.278
C 1.188 4.137 -0.975
C 2.071 3.760 -2.027
C 3.266 3.226 -1.495
C 4.459 2.739 -2.282
C 5.181 3.945 -2.900
C 5.403 1.961 -1.358
C 3.963 1.802 -3.394
C -0.231 4.620 -1.274
C -1.229 3.524 -0.796
C -0.536 5.991 -0.656
C -0.435 4.807 -2.787
C 1.604 4.304 1.720
C 0.184 4.001 2.219
C 1.903 5.811 1.809
C 2.575 3.599 2.684
H 3.966 3.180 0.624
H 1.915 3.977 -3.072
H 5.515 4.627 -2.123
H 4.521 4.489 -3.568
H 6.048 3.614 -3.464
H 5.865 2.619 -0.625
H 6.204 1.516 -1.943
H 4.870 1.156 -0.832
H 3.321 2.327 -4.098
H 3.413 0.947 -2.972
H 4.811 1.415 -3.952
H -0.739 2.748 -0.164
H -1.681 3.035 -1.658
H -2.039 3.968 -0.222
H -0.644 5.964 0.420
H -1.462 6.380 -1.068
H 0.257 6.688 -0.912
H -0.287 3.881 -3.342
H 0.234 5.569 -3.174
H -1.452 5.144 -2.971
H -0.579 4.522 1.658
H 0.097 4.321 3.253
H -0.015 2.928 2.180
H 1.219 6.403 1.215
H 2.913 6.012 1.463
H 1.824 6.133 2.843
H 2.545 2.512 2.587
H 2.294 3.852 3.702
H 3.595 3.945 2.552

---

134
Properties=species:S:1:pos:R:3 method="wB97M-V/def2-TZVPD" de_lowest_kcal_mol=0.0 smiles="CCOC(C)=O.O=C1CCCO1.O=C1CCCO1.O=C1CCCO1.O=C1CCCO1.O=C1CCCO1.O=C1CCCO1.O=C1CCCO1.O=C1CCCO1.O=C1CCCO1.O=C1CCCO1" homo_energy_ev=-9.6807
C 1.713 1.943 0.986
C 0.879 2.702 2.037
O 0.664 4.016 1.491
C 1.619 4.927 1.818
C 1.175 6.345 1.519
O 2.608 4.693 2.443
H 2.651 2.471 0.807
H 1.113 2.025 0.075
H 1.926 0.904 1.229
H -0.073 2.184 2.118
H 1.349 2.686 3.017
H 0.438 6.751 2.208
H 0.839 6.371 0.480
H 2.048 6.989 1.603
O 4.869 -6.734 2.426
C 4.083 -6.035 2.992
C 2.652 -6.342 3.312
C 2.094 -4.937 3.545
C 3.283 -3.981 3.767
O 4.411 -4.755 3.288
H 2.053 -6.707 2.486
H 2.599 -6.906 4.241
H 1.551 -4.625 2.649
H 1.315 -4.961 4.309
H 3.091 -3.122 3.132
H 3.337 -3.733 4.824
O 1.822 -1.708 1.333
C 0.683 -1.797 0.964
C 0.154 -1.817 -0.455
C -1.335 -1.524 -0.340
C -1.483 -0.988 1.078
O -0.348 -1.514 1.797
H 0.704 -0.957 -0.845
H 0.403 -2.772 -0.912
H -1.643 -0.751 -1.045
H -1.969 -2.381 -0.559
H -1.655 0.073 1.263
H -2.285 -1.472 1.642
O -5.036 -2.656 6.789
C -4.042 -2.421 6.152
C -2.794 -1.739 6.739
C -1.740 -1.959 5.625
C -2.473 -2.675 4.475
O -3.834 -2.757 4.907
H -2.958 -0.683 6.942
H -2.367 -2.133 7.659
H -1.384 -0.970 5.347
H -0.935 -2.630 5.918
H -2.459 -2.162 3.513
H -2.031 -3.628 4.179
O -1.771 2.419 -0.051
C -1.639 3.191 -0.951
C -2.060 4.662 -0.953
C -1.376 5.229 -2.235
C -1.042 3.944 -3.017
O -0.965 2.897 -2.085
H -3.146 4.712 -0.995
H -1.703 5.015 0.013
H -2.058 5.893 -2.764
H -0.495 5.853 -2.086
H -1.785 3.821 -3.811
H -0.071 3.993 -3.512
O 3.971 2.352 -5.578
C 3.526 2.253 -4.465
C 3.868 1.286 -3.387
C 3.110 1.818 -2.155
C 2.536 3.150 -2.599
O 2.607 3.158 -4.049
H 3.635 0.242 -3.614
H 4.951 1.143 -3.332
H 2.263 1.171 -1.930
H 3.696 1.944 -1.246
H 1.516 3.173 -2.212
H 3.032 4.051 -2.244
O -1.890 1.103 3.948
C -2.463 2.141 3.784
C -3.750 2.495 3.117
C -3.747 4.029 3.061
C -2.690 4.432 4.091
O -1.924 3.261 4.359
H -4.000 2.128 2.127
H -4.601 2.277 3.765
H -3.527 4.506 2.102
H -4.698 4.505 3.307
H -2.006 5.184 3.702
H -3.211 4.779 4.985
O -4.799 0.136 1.141
C -4.966 0.279 -0.028
C -4.790 -0.684 -1.140
C -5.635 -0.103 -2.227
C -5.386 1.440 -1.962
O -5.327 1.521 -0.555
H -3.731 -0.646 -1.423
H -4.927 -1.744 -0.935
H -5.495 -0.421 -3.259
H -6.704 -0.277 -2.071
H -4.461 1.695 -2.479
H -6.295 1.786 -2.450
O -0.741 -8.427 -3.147
C -0.385 -7.383 -3.612
C 0.753 -7.118 -4.607
C 0.925 -5.610 -4.556
C -0.417 -5.108 -3.986
O -0.950 -6.225 -3.254
H 1.484 -7.705 -4.048
H 0.327 -7.555 -5.508
H 1.761 -5.191 -3.992
H 1.148 -5.226 -5.553
H -0.420 -4.307 -3.257
H -1.041 -5.002 -4.876
O -2.410 -1.115 -3.710
C -1.527 -0.505 -4.229
C -1.470 0.988 -4.663
C 0.033 1.158 -4.677
C 0.460 -0.208 -5.267
O -0.306 -1.082 -4.420
H -1.914 0.961 -5.664
H -1.962 1.745 -4.068
H 0.547 1.800 -5.398
H 0.335 1.330 -3.646
H 0.173 -0.404 -6.300
H 1.514 -0.385 -5.067
O 7.100 2.276 0.135
C 6.503 1.299 0.456
C 6.575 -0.051 -0.150
C 5.230 -0.689 0.299
C 4.914 0.071 1.555
O 5.502 1.367 1.396
H 6.776 -0.034 -1.215
H 7.438 -0.489 0.366
H 4.496 -0.547 -0.496
H 5.426 -1.759 0.347
H 3.842 0.144 1.714
H 5.422 -0.355 2.426